Entry from OMol25: a cluster of 2 separate species, C3H12N3 in total in a non-equilibrium geometry (wB97M-V/def2-TZVPD).

XYZ file:
```
18
Properties=species:S:1:pos:R:3:forces:R:3:nbo_charge:R:1
C 0.282 1.051 -0.881 1.6 0.2 -1.1 -0.450
C 1.150 0.276 1.259 0.3 -3.9 -0.9 -0.425
C 1.002 -1.272 -0.532 0.6 1.1 0.2 -0.423
N -2.453 0.307 0.044 -2.4 1.7 1.9 -0.408
N -1.686 -0.632 -0.187 2.0 0.3 -2.3 -0.149
N 0.394 -0.069 0.028 -1.1 0.0 0.7 -0.299
H -0.243 0.945 -1.868 0.8 -0.9 0.8 0.234
H -0.267 1.831 -0.422 -0.3 1.0 0.9 0.197
H 1.351 1.399 -1.015 -1.2 0.1 -0.4 0.225
H 1.108 -0.681 1.836 0.1 1.0 0.0 0.212
H 2.169 0.371 0.962 1.1 0.2 -0.2 0.207
H 0.948 1.067 1.881 -1.5 2.1 0.9 0.228
H 0.317 -1.752 -1.167 -0.8 -0.6 -1.1 0.221
H 1.934 -1.021 -1.042 0.0 -0.1 -0.2 0.212
H 1.249 -1.915 0.279 0.1 -0.7 0.5 0.214
H -3.110 0.277 0.883 1.2 0.6 -1.2 0.402
H -2.428 1.194 -0.534 -0.2 -1.7 0.5 0.423
H -1.716 -1.377 0.474 -0.4 -0.7 1.0 0.378
```
Forces are in eV/Å.

Values from the calculation:
* HOMO level: -0.49083 Eh
* energy relative to the best compared isomer or geometry (same formula, charge and spin): 107.0 kcal/mol
* charge: +1
* LUMO: -4.905 eV